Run a
Formula: C3H4N3
Source: OMol25
Level of theory: the ωB97M-V functional and the def2-TZVPD basis

Results
HOMO level	-15.17	eV
net charge	+1

Element x y z (Å)
C: 0.38488 -0.48415 1.27302
C: -0.84603 -0.29246 1.56750
C: 0.12000 0.13786 -0.74231
N: -1.70875 0.27796 0.54852
N: -1.26878 0.41467 -0.59660
N: 0.87486 0.29445 -1.73361
H: 1.47039 -0.59177 1.42284
H: -1.39790 -0.46160 2.38958
H: 1.78091 0.19469 -1.46676
H: 0.59042 0.51034 -2.66218

Electronic structure analysis, Mulliken charges in units of e: -0.089, -0.336, 0.258, -0.055, -0.182, -0.097, 0.394, 0.537, 0.279, 0.291

Run b
Formula: C3H4N3
Source: OMol25
Level of theory: the ωB97M-V functional and the def2-TZVPD basis

Results
HOMO level (spin up / spin down)	-16.21 / -15.46	eV
net charge	+1

Element x y z (Å)
C: 0.87834 0.00108 0.63731
C: 2.00634 0.34051 -0.04588
C: -1.58823 -0.42297 0.36667
N: 1.45232 0.77758 -1.23149
N: 0.29019 0.64867 -1.39925
N: -0.25981 -0.06508 0.18001
H: 3.08345 0.26102 0.06074
H: -1.56615 -1.46193 0.26479
H: -2.30583 0.08420 -0.30224
H: -1.99061 -0.16307 1.46935

Electronic structure analysis, Mulliken charges in units of e: 0.508, -0.311, -0.652, 0.026, 0.018, 0.041, 0.415, 0.358, 0.271, 0.327

Which of them is most stable? Easy: run a.

Run a
Formula: C2H2NO3S
Source: OMol25
Level of theory: the ωB97M-V functional and the def2-TZVPD basis

Results
HOMO level (spin up / spin down)	-3.44 / -3.47	eV
net charge	-1

Element x y z (Å)
C: -1.14913 -1.10366 0.15546
C: -0.15163 0.30138 0.29101
N: -2.40003 -0.85058 -0.00536
O: -0.58582 -2.15424 0.28360
O: -4.21431 0.55098 -0.88066
O: -0.72257 1.40773 0.50942
S: -3.60862 0.08543 0.31801
H: 0.80487 0.12839 1.13365
H: 0.41349 0.19417 -0.73428

Electronic structure analysis, Mulliken charges in units of e: 0.439, -0.066, -0.198, -0.617, -0.473, -0.678, 0.389, 0.117, 0.087

Run b
Formula: C2H2NO3S
Source: OMol25
Level of theory: the ωB97M-V functional and the def2-TZVPD basis

Results
HOMO level	-4.37	eV
net charge	-1

Element x y z (Å)
C: -1.11656 0.22601 -0.68389
C: -0.79031 -0.55892 0.55464
N: -1.27763 -1.03880 -0.72513
O: 0.92807 0.60646 -1.04355
O: 0.54842 -0.80675 0.94028
O: 2.55851 0.78546 0.80068
S: 1.82585 -0.11762 -0.14846
H: -1.39587 1.20721 -1.17444
H: -1.28049 -0.30306 1.47987

Electronic structure analysis, Mulliken charges in units of e: 0.051, 0.189, -0.690, -0.583, -0.488, -0.584, 0.511, 0.259, 0.335

Which of them is most stable? Easy: run b.

Run a
Formula: C2H9N4
Source: OMol25
Level of theory: the ωB97M-V functional and the def2-TZVPD basis

Results
HOMO level	-14.57	eV
net charge	+1

Element x y z (Å)
C: 1.75284 0.98646 -1.17807
C: -1.31987 -1.52510 0.86477
N: 1.83841 0.01934 -0.43786
N: 1.11141 1.75317 -1.83885
N: -1.14916 0.57020 -0.04689
N: -0.34932 -0.40563 0.77218
H: -1.45644 -2.01068 -0.19323
H: -0.88747 -2.34405 1.54832
H: -2.16393 -1.11709 1.26179
H: 2.63340 -0.09879 0.20940
H: 1.50111 2.41416 -2.53155
H: -0.80553 0.74961 -0.95978
H: -0.99194 1.55361 0.36339
H: 0.60282 -0.57524 0.40517
H: -0.31633 0.03002 1.76121

Electronic structure analysis, Mulliken charges in units of e: 0.515, -0.742, -0.642, -0.445, -0.589, -0.059, 0.305, 0.339, 0.362, 0.284, 0.291, 0.274, 0.309, 0.411, 0.388

Run b
Formula: C2H9N4
Source: OMol25
Level of theory: the ωB97M-V functional and the def2-TZVPD basis

Results
structure (SMILES)	C[N+](N)=C(N)N
HOMO level	-14.08	eV
net charge	+1

Element x y z (Å)
C: -0.36925 -1.02580 -1.40222
N: -0.34460 0.13819 -0.55969
N: -1.54399 0.39982 0.05578
C: 0.79137 0.46424 0.48528
N: 0.42227 1.39937 1.31879
N: 1.89612 -0.27869 0.58682
H: -0.81795 -1.91274 -0.84280
H: -1.23241 -0.79655 -2.20268
H: 0.61744 -1.22935 -1.79814
H: -1.93995 -0.56940 0.33885
H: -2.17382 0.87176 -0.52323
H: -0.63354 1.63373 1.26903
H: 0.95226 1.95222 1.93565
H: 2.28145 -0.13193 1.45679
H: 2.09458 -0.91485 -0.11824

Electronic structure analysis, Mulliken charges in units of e: -0.920, 0.166, -0.657, 0.508, -0.270, -0.286, 0.343, 0.281, 0.375, 0.265, 0.221, 0.359, 0.192, 0.219, 0.204

Which of them is most stable? Easy: run b.

Run a
Formula: C2H9N4
Source: OMol25
Level of theory: the ωB97M-V functional and the def2-TZVPD basis

Results
HOMO level	-13.73	eV
net charge	+1

Element x y z (Å)
C: 0.68110 -0.65768 -1.20358
C: -0.11254 -0.71294 0.03609
N: 1.19980 -0.54985 0.15844
N: -0.95535 -1.57193 0.59180
N: -1.17176 1.02272 0.22692
N: 2.05013 0.30653 0.81459
H: 0.93146 -1.57464 -1.72722
H: 0.62863 0.22544 -1.82614
H: -1.74292 -1.90702 0.05794
H: -1.05180 -1.59530 1.59633
H: -2.01262 0.89140 0.77689
H: -0.56800 1.69324 0.69471
H: -1.42588 1.39776 -0.68189
H: 2.52475 0.93995 0.17635
H: 2.73911 -0.22560 1.34288

Electronic structure analysis, Mulliken charges in units of e: -0.581, 0.682, 0.167, -0.432, -0.673, -0.655, 0.250, 0.277, 0.256, 0.266, 0.288, 0.311, 0.300, 0.253, 0.288

Run b
Formula: C2H9N4
Source: OMol25
Level of theory: the ωB97M-V functional and the def2-TZVPD basis

Results
structure (SMILES)	[H]/N=[NH+]/CN(C)N
HOMO level	-13.87	eV
net charge	+1

Element x y z (Å)
H: -1.75681 -0.72523 -1.32740
N: -1.73122 -0.39498 -0.36389
N: -1.15178 0.72767 -0.21508
C: -0.44744 0.86853 0.95810
N: 0.57378 -0.23108 0.66103
C: 1.60685 0.22055 -0.43071
N: -0.11509 -1.31916 0.30943
H: -0.86090 1.27350 -1.01768
H: 0.10068 1.73859 0.93933
H: -0.91006 0.66574 1.91584
H: 1.70498 1.32958 -0.30478
H: 2.42854 -0.33148 -0.07375
H: 1.15070 -0.14505 -1.39097
H: 0.14445 -1.80277 -0.57893
H: -0.73668 -1.87441 0.91944

Electronic structure analysis, Mulliken charges in units of e: 0.270, -0.546, 0.269, -0.602, 0.087, -0.790, -0.427, 0.319, 0.468, 0.287, 0.319, 0.326, 0.372, 0.316, 0.333

Run c
Formula: C2H9N4
Source: OMol25
Level of theory: the ωB97M-V functional and the def2-TZVPD basis

Results
HOMO level	-13.91	eV
net charge	+1

Element x y z (Å)
C: -0.12497 0.94697 0.72841
C: -0.36399 -1.29216 0.52688
N: 1.21750 0.71564 -0.35067
N: 1.39807 -0.62522 -0.55122
N: -0.92417 -0.08284 0.31844
N: -1.69827 0.21572 -0.81248
H: -0.22265 1.96334 0.48888
H: 0.92642 0.97228 -1.35149
H: 0.37938 0.72288 1.67176
H: -0.72874 -2.03499 -0.11733
H: 0.28432 -1.38223 1.45320
H: 2.04867 1.12871 0.01581
H: -1.51171 -0.30583 -1.65073
H: -2.67720 -0.06977 -0.60702
H: 1.99733 -0.87249 0.23758

Electronic structure analysis, Mulliken charges in units of e: -0.510, -0.369, -0.040, -0.705, 0.383, -0.757, 0.422, 0.384, 0.348, 0.366, 0.345, 0.334, 0.269, 0.280, 0.249

Which of them is most stable? Easy: run a.

Run a
Formula: C2H9NO3
Source: OMol25
Level of theory: the ωB97M-V functional and the def2-TZVPD basis

Results
structure (SMILES)	CNC=O.O.O
HOMO level	-10.30	eV

Element x y z (Å)
C: 1.40495 0.81689 -1.04534
N: 1.88255 -0.34117 -0.16752
C: 1.21365 -0.76515 0.99695
O: 0.38016 -0.01242 1.58268
H: 0.52317 0.54968 -1.54692
H: 2.21225 0.99523 -1.76766
H: 1.18501 1.78842 -0.58343
H: 2.79134 -0.39187 -0.18394
H: 1.62146 -1.64472 1.57367
O: -2.19365 0.90817 -0.19037
H: -1.43127 0.94888 0.38840
H: -2.79913 1.34604 0.38800
O: -2.44539 -1.78851 0.18978
H: -1.63610 -1.53405 0.63232
H: -2.70901 -0.87540 -0.26661

Electronic structure analysis, Mulliken charges in units of e: -0.791, -0.162, 0.000, -0.543, 0.303, 0.307, 0.289, 0.232, 0.364, -0.651, 0.329, 0.306, -0.683, 0.306, 0.395

Run b
Formula: C2H9NO3
Source: OMol25
Level of theory: the ωB97M-V functional and the def2-TZVPD basis

Results
structure (SMILES)	CC(N)=O.O.O
HOMO level	-9.76	eV

Element x y z (Å)
C: -1.84733 1.90178 -2.28913
C: -2.73736 0.93197 -2.90195
N: -2.51448 0.52572 -4.21295
O: -3.64538 0.37070 -2.26596
H: -1.57709 2.67966 -3.08238
H: -1.03819 1.53842 -1.77833
H: -2.46024 2.37750 -1.49033
H: -3.04855 -0.17323 -4.63873
H: -1.65918 0.66629 -4.73964
O: 4.68330 -2.87742 3.85901
H: 3.78177 -2.58023 3.31442
H: 5.13574 -2.05312 3.87352
O: 2.38607 -0.99314 4.99734
H: 1.82972 -0.58725 5.76551
H: 2.71120 -1.72765 5.58958

Electronic structure analysis, Mulliken charges in units of e: -0.842, 0.599, -0.385, -0.612, 0.279, 0.291, 0.259, 0.218, 0.194, -0.672, 0.346, 0.318, -0.633, 0.308, 0.334

Run c
Formula: C2H9NO3
Source: OMol25
Level of theory: the ωB97M-V functional and the def2-TZVPD basis

Results
structure (SMILES)	CC(N)=O.O.O
HOMO level	-10.02	eV

Element x y z (Å)
C: -1.73824 -0.55195 -1.78652
C: -0.69963 -0.21085 -0.73664
N: -0.33418 -1.22804 0.09098
O: -0.12423 0.85055 -0.73683
H: -2.16960 0.38047 -2.14142
H: -1.25496 -1.13332 -2.57274
H: -2.55770 -1.21360 -1.49814
H: 0.55836 -1.02010 0.52510
H: -0.70536 -2.13690 0.13363
O: 1.77935 -2.21931 1.99102
H: 2.55230 -2.75080 1.81023
H: 1.85553 -1.80629 2.83886
O: 0.55686 3.38723 0.57450
H: 0.12505 3.14236 -0.26728
H: 1.08892 2.66481 0.82513

Electronic structure analysis, Mulliken charges in units of e: -1.035, 0.645, -0.331, -0.561, 0.278, 0.273, 0.353, 0.224, 0.161, -0.636, 0.309, 0.303, -0.623, 0.344, 0.296

Which of them is most stable? Easy: run c.

Run a
Formula: C2H11N2O
Source: OMol25
Level of theory: the ωB97M-V functional and the def2-TZVPD basis

Results
HOMO level	-14.10	eV
net charge	+1

Element x y z (Å)
C: 2.44902 0.62094 0.24859
N: 1.16256 1.36202 0.15391
H: 2.55747 0.34031 1.28372
H: 2.49312 -0.23097 -0.41884
H: 3.27219 1.31026 0.05956
H: 1.16893 2.15807 0.78662
H: 0.36481 0.67786 0.58370
H: 0.77938 1.70943 -0.72056
N: -1.58777 -0.86855 -1.27737
C: -1.34555 -1.20410 0.07628
O: -0.84661 -0.06297 0.85191
H: -0.87388 -1.21541 -1.89413
H: -2.49905 -1.09962 -1.65360
H: -2.21607 -1.55704 0.62915
H: -0.58207 -1.97747 0.16857
H: -1.55396 0.59690 0.85202

Electronic structure analysis, Mulliken charges in units of e: -0.769, -0.363, 0.336, 0.302, 0.346, 0.380, 0.341, 0.347, -0.475, -0.333, -0.576, 0.245, 0.229, 0.339, 0.297, 0.353

Run b
Formula: C2H11N2O
Source: OMol25
Level of theory: the ωB97M-V functional and the def2-TZVPD basis

Results
HOMO level	-14.71	eV
net charge	+1

Element x y z (Å)
C: -0.35051 2.61334 -0.26205
N: -1.27810 1.46895 0.14673
H: -0.68982 3.45284 0.33290
H: 0.63128 2.08720 -0.28356
H: -0.59212 2.77082 -1.37012
H: -2.13366 1.52063 -0.36227
H: -1.55527 1.72703 1.10990
H: -0.31971 0.13741 -0.32601
N: 0.44002 -0.45949 -0.62448
C: 0.43868 -1.95334 -0.19586
O: 0.89753 -1.88137 1.06518
H: 1.28998 -0.06837 -0.30797
H: 0.48125 -0.38487 -1.61521
H: -0.31746 -2.58951 -0.39696
H: 1.23290 -2.57680 -0.93448
H: 0.12994 -2.05168 1.72410

Electronic structure analysis, Mulliken charges in units of e: -0.693, -0.751, 0.366, 0.188, 0.289, 0.244, 0.262, 0.392, -0.226, -0.370, -0.495, 0.365, 0.354, 0.441, 0.264, 0.370

Which of them is most stable? Easy: run a.